# 1
100
Properties=species:S:1:pos:R:3:forces:R:3 method="wB97M-V/def2-TZVPD" largest_force_ha_per_bohr=0.093 relative_energy_kj_mol=204.1 gap_ev="6.5 / 5.0" e_tot_ha=-2955.5241 e_lumo_ev="-9.5 / -11.2" charge=+3
C -1.38089 2.31956 1.69041 0.0705 0.2127 0.3901
C -2.58310 1.27891 -0.01961 0.4931 1.2240 -0.4191
C -2.44878 3.20478 1.91566 0.1689 0.0024 -0.3146
C -3.46466 2.36008 -0.06318 -0.8887 -1.2968 -0.1086
C -3.49562 3.22872 0.99259 0.3260 0.8262 0.7263
H -2.41112 3.89438 2.76288 -0.0953 -0.2650 -0.3049
H -4.27301 2.27507 -0.78994 0.0730 0.3842 0.2090
H -4.32951 3.91017 1.10994 0.1478 0.1367 -0.0170
N -1.44693 1.36655 0.73630 -0.6229 -0.4479 1.0290
P 1.40116 1.71912 1.97219 0.1488 0.8263 0.9270
P -2.01170 -1.36207 -0.80852 -1.0636 -0.4538 -0.9010
C -0.14817 2.44808 2.64992 -0.9873 -0.3649 -0.5743
H 0.01933 3.51905 2.88843 -0.0673 -0.6201 -0.2699
H -0.39392 1.96778 3.61938 0.0656 0.1287 -0.5645
C -2.95428 0.15448 -0.85660 3.9227 1.6893 -2.1743
H -3.15573 0.45782 -1.89852 -0.6447 -0.0074 0.6120
C -1.68398 -2.19494 -2.59523 0.2321 0.0162 0.0338
C -3.54516 -2.05615 0.02236 0.4260 -0.5714 0.5076
C 2.14701 3.17819 1.02720 0.2882 -0.1905 -0.4564
C 2.34994 1.20085 3.53177 0.1862 -0.2248 -0.3973
C -0.17654 -2.32654 -2.88877 0.2280 0.2165 0.2561
H 0.35237 -2.91830 -2.12806 -0.1427 0.0583 -0.1220
H -0.04995 -2.85228 -3.85360 -0.1479 0.2301 0.4415
H 0.32298 -1.35581 -2.97473 -0.1119 -0.2122 -0.0129
C -2.25278 -3.61711 -2.62628 -0.2207 -0.1924 0.1862
H -1.80769 -4.24720 -1.84712 -0.0944 0.1047 -0.1580
H -3.34098 -3.64792 -2.53392 0.2375 -0.0091 -0.0286
H -2.00045 -4.08138 -3.59266 -0.0169 0.2813 0.2360
C -2.31066 -1.32264 -3.68025 -0.2111 0.2634 0.0094
H -2.14322 -1.80252 -4.65811 0.0003 0.1263 0.3193
H -3.39462 -1.21337 -3.55856 0.1720 -0.0199 -0.0616
H -1.84765 -0.32500 -3.71395 -0.1544 -0.2759 -0.0576
C -3.28428 -3.49670 0.43797 -0.4416 -0.5115 0.2611
H -2.24976 -3.64968 0.77481 -0.2588 -0.0189 0.0045
H -3.95600 -3.73631 1.27209 0.1656 -0.1864 -0.1774
H -3.49177 -4.19273 -0.38106 0.0823 0.1002 0.3181
C -3.82247 -1.19125 1.27009 -0.0775 0.2958 0.0069
H -2.98720 -1.20955 1.98143 -0.4564 0.0208 -0.2426
H -4.04270 -0.14642 1.00895 -0.0920 -0.5243 0.2858
H -4.73010 -1.56635 1.75020 0.1904 -0.1822 0.0769
C -4.70112 -1.89011 -0.98636 -0.4594 0.1028 -0.2992
H -4.58187 -1.03169 -1.66995 -0.1712 -0.6098 0.3272
H -4.86787 -2.77812 -1.60177 -0.0303 0.1275 0.2341
H -5.61609 -1.66910 -0.42483 0.0539 -0.2826 -0.0544
C 3.75351 0.71876 3.12339 0.1183 0.0095 0.0607
H 4.25548 0.32494 4.02047 -0.1098 0.1079 -0.2641
H 3.71078 -0.09845 2.38537 0.0229 0.1994 0.1528
H 4.37972 1.52872 2.72557 -0.1967 -0.2642 0.1901
C 1.60026 0.01791 4.17413 -0.0773 0.1109 -0.1059
H 0.56638 0.26704 4.44453 0.1904 -0.0928 0.0298
H 1.59450 -0.86934 3.52556 0.0365 0.0789 0.0586
H 2.13043 -0.25965 5.09695 -0.1903 0.0438 -0.2437
C 2.44571 2.34497 4.54904 0.0501 0.1510 0.1479
H 2.89401 1.93783 5.46778 -0.1710 0.1004 -0.2131
H 3.09331 3.16100 4.21222 -0.2477 -0.3215 0.1844
H 1.46081 2.75483 4.80917 0.2620 -0.0734 0.0242
C 1.10823 3.70634 0.01999 -0.1142 -0.0445 0.0054
H 1.58188 4.50065 -0.57898 -0.1341 -0.2280 0.2499
H 0.77680 2.92414 -0.66856 0.0292 0.2238 0.2087
H 0.22996 4.13933 0.51581 0.1820 -0.0389 -0.1320
C 3.38075 2.68079 0.24888 0.0679 0.0433 0.0351
H 3.12267 1.86112 -0.43718 0.0517 0.1840 0.1141
H 3.77239 3.51733 -0.34862 -0.0731 -0.2581 0.1435
H 4.18358 2.34126 0.91476 -0.2094 0.1294 -0.2570
C 2.53362 4.32448 1.97332 0.1559 -0.0384 0.0917
H 1.69326 4.65268 2.59766 0.2826 -0.0043 -0.0807
H 3.38619 4.06335 2.60970 -0.2343 0.1588 -0.2411
H 2.83952 5.18328 1.35821 -0.1077 -0.2289 0.0932
Pb 0.35419 -0.57463 0.70942 -0.7639 0.6901 -0.0567
C -1.37284 -2.36421 3.15360 3.3781 -1.6862 2.4042
O -0.50535 -2.81092 3.77838 -3.0341 1.5096 -2.1709
N 0.66320 0.54321 -1.44416 -0.2110 2.0835 -1.9329
C 0.33545 1.27625 -2.31183 -1.5500 -3.0433 2.7688
C -0.33106 1.92713 -3.37459 0.0279 1.4806 -1.8851
C 0.62751 2.21418 -4.37640 0.6121 -0.2073 1.1520
C -1.66558 2.44024 -3.57933 0.0346 0.6566 -0.0833
C 0.39830 3.04416 -5.43721 -0.3075 0.4422 -0.8767
H 1.63070 1.82308 -4.17842 -0.2155 0.1789 -0.3914
C -1.94044 3.27213 -4.69008 1.0000 -0.0658 -0.5059
H -2.52284 2.30162 -2.91391 0.6708 -0.2192 0.1344
C -0.89702 3.58090 -5.61114 0.4218 -0.1928 0.0517
H 1.27045 3.25902 -6.09519 -1.1195 -0.0157 0.3134
H -2.93106 3.74908 -4.90015 0.9018 -0.8187 0.5963
H -1.05708 4.24176 -6.48385 -0.1553 -0.4106 0.7483
C 3.34034 -3.90105 2.64375 0.0620 -0.3225 0.5820
O 3.36710 -2.91581 1.58595 -1.2141 0.8056 -1.1013
P 2.20025 -2.71121 0.45726 2.0117 -3.7944 -0.3325
O 2.99821 -2.93192 -0.95800 -1.1142 0.3423 1.5331
C 4.25051 -2.29023 -1.26575 0.5777 0.4480 -0.1832
O 1.29876 -4.09027 0.55916 0.4654 2.6910 -0.2329
C 1.69486 -5.39350 0.09566 0.1740 -0.7611 -0.2835
H 2.31523 -4.18451 2.92430 0.3100 0.1225 -0.2327
H 3.82964 -3.44744 3.51395 -0.1069 -0.1105 -0.3227
H 3.90802 -4.78735 2.33325 -0.1897 0.2871 0.0166
H 4.07894 -1.49206 -1.99931 -0.0388 -0.2617 0.1653
H 4.73580 -1.86047 -0.37823 -0.1981 -0.2634 -0.1709
H 4.90975 -3.04560 -1.70383 -0.1981 0.1501 0.1383
H 2.46131 -5.35082 -0.68705 -0.1841 0.1557 0.2645
H 2.05494 -5.98296 0.94490 -0.0560 0.1705 -0.1594
H 0.79559 -5.86351 -0.31329 0.2037 0.1046 0.1186

# 2
96
Properties=species:S:1:pos:R:3:forces:R:3 method="wB97M-V/def2-TZVPD" largest_force_ha_per_bohr=0.030 relative_energy_kj_mol=28.7 gap_ev="8.9 / 8.1" multiplicity=3 e_tot_ha=-5049.2759 e_lumo_ev="0.3 / -1.2"
Ni -0.50540 0.09660 0.57140 0.1440 -0.3418 1.1604
C 0.79140 0.67890 2.29420 -0.1342 -0.3048 0.0514
C -0.50070 1.22760 2.50350 0.1158 -0.1435 -0.0892
C -1.42320 0.10130 2.55990 0.2899 -0.2215 -0.0508
C -0.62400 -1.08070 2.43660 0.4415 0.3970 0.2346
C 0.73720 -0.74050 2.26910 -0.4818 0.1525 0.0341
C 1.92450 -1.66450 2.29200 0.2238 -0.1739 -0.1628
C 1.52760 -3.07050 1.83580 -0.0239 0.2553 0.0200
C 3.03480 -1.14660 1.36970 -0.2146 -0.0350 0.1024
C 2.44520 -1.72040 3.73780 -0.0828 0.0162 -0.2082
C -2.90280 -0.09340 2.87120 -0.3611 -0.0209 -0.0183
C -3.03350 -0.45790 4.35870 0.0155 0.1055 -0.1680
C -3.83150 1.08150 2.55620 0.2634 -0.0517 0.0278
C -3.42910 -1.26800 2.01930 0.1325 0.1745 0.0050
C -0.66010 2.70580 2.82920 -0.0874 0.2778 -0.1674
C -1.51140 3.44190 1.78540 0.0736 -0.1130 0.1437
C 0.69740 3.43010 2.83790 -0.1595 -0.1474 0.0278
C -1.22630 2.85740 4.24850 0.0036 -0.0513 -0.1986
H 1.71200 1.23240 2.30580 0.0409 0.1536 -0.2276
H -0.98610 -2.08790 2.53300 -0.1211 -0.0684 -0.2722
H 1.03670 -3.02380 0.86700 -0.0660 -0.0938 -0.1553
H 0.84970 -3.53480 2.54580 -0.1347 -0.1116 0.0841
H 2.40790 -3.70280 1.74950 0.0895 -0.0656 0.0174
H 2.65780 -1.04500 0.35320 0.0307 0.0239 -0.1494
H 3.86640 -1.84800 1.36040 0.0841 -0.0500 -0.0084
H 3.41720 -0.18310 1.69880 0.0404 0.1411 0.0100
H 1.67200 -2.09270 4.40560 -0.0746 -0.0497 0.1049
H 2.74640 -0.73330 4.08070 0.0479 0.1277 0.0557
H 3.30580 -2.38270 3.80010 0.1047 -0.0901 0.0165
H -2.67180 0.34560 4.99410 0.0364 0.1047 0.1169
H -2.46160 -1.35240 4.58900 0.0812 -0.1266 0.0355
H -4.07690 -0.64380 4.60260 -0.1381 -0.0428 0.0452
H -3.59900 1.98310 3.11200 0.0239 0.0883 -0.0219
H -4.85250 0.80410 2.80890 -0.0908 -0.0671 0.0098
H -3.80000 1.29370 1.49030 -0.0404 0.0773 -0.0806
H -3.06100 -2.22500 2.37540 0.0215 -0.1405 -0.0235
H -3.11030 -1.14120 0.98270 -0.1423 -0.1108 -0.0244
H -4.51680 -1.29760 2.05070 -0.0571 -0.0178 0.0396
H -0.97990 3.45720 0.83210 0.0057 0.0194 -0.0667
H -1.67740 4.47050 2.10030 -0.0142 0.1360 -0.0109
H -2.47440 2.97600 1.63150 -0.1620 -0.0454 -0.0675
H 1.18320 3.39520 1.86560 0.0645 -0.0197 -0.1107
H 1.36950 3.02400 3.59100 0.0827 -0.0361 0.0576
H 0.52370 4.47710 3.07560 0.0021 0.1090 0.0296
H -2.21630 2.42950 4.35000 -0.0821 -0.0381 0.0555
H -1.28360 3.91290 4.50560 -0.0235 0.1183 0.0619
H -0.56780 2.36520 4.96290 0.0274 -0.0388 0.0817
C 1.04680 0.97590 -1.63570 -0.7846 -0.2231 -0.0221
C 2.16190 1.94220 -1.78250 0.1504 0.1960 0.0589
C 2.64110 2.25560 -3.05520 -0.0229 -0.0762 0.0497
C 3.61790 3.20950 -3.23090 0.1029 0.0200 0.1204
C 4.13630 3.87500 -2.11820 -0.6023 -0.5749 0.1216
C 3.68850 3.55280 -0.83950 0.1115 0.0893 -0.1268
C 2.71570 2.58660 -0.68180 -0.0611 -0.0284 -0.0231
C 5.07740 4.91130 -2.29350 0.4456 0.4730 -0.1284
N 5.81670 5.77360 -2.45080 0.2761 0.2480 -0.0213
H 0.76320 0.88660 -0.55530 0.5937 0.2247 -0.5939
H 1.33240 -0.01490 -1.99410 -0.0942 -0.0541 0.1274
H 2.22270 1.75140 -3.91590 -0.0126 -0.0232 -0.0891
H 3.98200 3.45280 -4.21870 -0.0045 0.0347 -0.0284
H 4.10190 4.07270 0.01400 -0.0025 -0.0146 0.0238
H 2.37310 2.33050 0.31010 -0.0648 -0.0265 0.0791
C -3.71800 2.08650 -6.29950 -0.0284 -0.1835 0.1882
C -2.99230 1.12570 -5.36490 0.1036 0.2211 -0.2252
C -1.47690 1.23850 -5.49140 -0.1095 -0.0040 0.1967
C -0.73940 0.49650 -4.38060 0.1184 0.2215 0.5056
Ge -0.58170 1.55370 -2.69390 -0.1174 -0.6047 0.1376
C -2.20600 1.56700 -1.51780 0.4997 -0.1636 -0.1443
C -2.92030 2.91120 -1.60490 -0.0312 0.0510 0.1996
C -4.32400 2.93500 -1.00070 0.0435 -0.0082 -0.1690
C -5.33300 2.12130 -1.80280 0.1121 0.0910 0.1989
H -4.79290 1.91850 -6.26400 -0.0817 0.0548 -0.0543
H -3.38320 1.94240 -7.32500 -0.0071 0.0331 -0.1217
H -3.52470 3.12010 -6.01710 0.0224 0.1113 -0.0310
H -3.29400 0.10260 -5.59530 -0.0052 -0.0810 0.1494
H -3.28310 1.33190 -4.33230 -0.0891 -0.0619 0.1081
H -1.19220 2.29420 -5.46230 0.0092 0.0677 -0.1974
H -1.17000 0.83930 -6.46170 -0.0051 0.0864 -0.0389
H 0.27160 0.25200 -4.71070 0.0973 -0.0259 0.1424
H -1.23660 -0.44450 -4.14980 0.0086 -0.1743 0.0379
H -0.29930 3.01110 -3.06800 0.0071 0.2359 -0.0585
H -1.91030 1.34970 -0.46300 -0.2401 0.2127 -0.2946
H -2.86070 0.75250 -1.82590 0.0494 -0.1355 0.0405
H -2.99690 3.20160 -2.65710 0.0264 0.1030 -0.0409
H -2.30530 3.66760 -1.11040 0.0194 0.0668 -0.1198
H -4.65860 3.97440 -0.95480 -0.0076 -0.0039 0.0727
H -4.28820 2.55850 0.02300 -0.0181 0.1101 0.0453
H -5.34620 2.44700 -2.84160 -0.0435 0.0069 -0.1208
H -6.33240 2.24600 -1.39100 -0.0942 -0.0564 -0.0302
H -5.08860 1.06180 -1.77820 -0.0395 -0.1355 -0.0605
B -1.72580 -3.38510 -2.13890 -0.0691 -0.7379 -0.1305
C -1.25120 -2.19310 -1.31510 0.4034 1.3343 0.6642
N -0.94890 -1.25380 -0.69780 -0.1283 -0.6081 -0.4570
H -0.82560 -4.17060 -2.25800 0.2617 -0.0370 -0.0229
H -2.09710 -2.97220 -3.19660 -0.1839 0.1514 -0.3007
H -2.59580 -3.88410 -1.47740 -0.3091 -0.0626 0.0369

# 3
99
Properties=species:S:1:pos:R:3:forces:R:3 method="wB97M-V/def2-TZVPD" largest_force_ha_per_bohr=0.241 relative_energy_kj_mol=1328.8 gap_ev="5.2 / 5.2" e_tot_ha=-2499.4261 e_lumo_ev="0.1 / 0.1"
O -1.30582 1.31766 0.44096 -0.0360 1.8206 -0.9278
O 2.45560 2.13518 -3.21548 -0.0372 0.1953 -0.3936
C -2.19997 1.86199 -0.54634 -0.8728 0.4320 -0.5309
C -3.37091 2.69307 -0.00102 0.5098 -0.1788 0.2335
H -2.61319 1.03512 -1.11483 0.1310 -0.4160 0.1936
H -1.64170 2.44766 -1.27360 0.3159 0.0828 0.1069
H -3.93437 2.13444 0.74010 -0.0161 -0.0785 0.1155
H -4.05797 2.95787 -0.80429 0.1511 -0.0993 -0.1670
H -3.03512 3.62277 0.45628 0.0107 0.0341 0.0321
C -0.71541 2.30112 1.29958 0.3806 1.2158 0.5337
C 0.14017 3.38919 0.64837 -0.1135 -0.5354 -0.3549
H -0.08563 1.76595 2.00200 -0.0369 -0.2732 0.0443
H -1.49097 2.78957 1.88574 -0.2156 -0.1800 -0.0267
H 1.04864 2.96158 0.24088 0.1729 -0.0651 -0.2922
H 0.44628 4.12484 1.39155 -0.1740 -0.0998 0.1885
H -0.38668 3.92398 -0.13937 -0.0313 0.0340 -0.0379
C 3.81520 1.69491 -3.24977 0.0627 0.1850 0.5972
C 2.13597 3.22137 -4.08759 0.4174 0.2915 0.2892
C 4.54531 2.14753 -1.98357 -0.0348 -0.0159 -0.2159
H 4.34384 2.02093 -4.14783 -0.1378 0.2691 -0.1116
H 3.83017 0.60692 -3.28405 -0.2751 -0.1586 0.0070
H 4.57555 3.23247 -1.90097 -0.0152 0.0502 -0.0537
H 5.57092 1.78049 -1.97450 0.0799 -0.0633 -0.0462
H 4.04487 1.75860 -1.09778 -0.0880 -0.0637 -0.0172
C 2.90885 4.51385 -3.78681 -0.0577 -0.3031 -0.0611
H 1.07148 3.42516 -3.98652 -0.0958 -0.2299 0.2381
H 2.28578 2.92849 -5.12707 0.1825 -0.1087 -0.1844
H 2.78337 4.81821 -2.74891 -0.0626 -0.0643 0.0771
H 2.55162 5.32925 -4.41555 -0.0677 -0.0396 -0.0926
H 3.97494 4.39894 -3.97867 0.0467 -0.0228 -0.0050
H 1.06848 -0.30183 -3.21012 -0.5655 0.6114 0.4753
N -1.82674 -0.50249 3.01662 1.9683 7.1051 1.6143
C -1.82311 -1.44644 3.89906 -0.8105 -6.8319 10.3044
C -0.95561 -2.58370 3.78417 0.5800 -0.0539 0.9241
C -0.10369 -2.88872 2.78905 1.1746 -0.2249 -0.9816
C -2.62629 -1.43703 5.20858 3.5391 2.7752 2.1851
H -3.62414 -1.02512 5.06877 0.8642 0.6779 0.9657
H -2.11931 -0.83730 5.96341 0.3605 0.1823 0.6026
H -2.77133 -2.43639 5.61842 0.5894 0.3020 -0.2666
C 0.78430 -4.12477 2.93127 -0.2276 0.3559 0.1972
H 1.83848 -3.86720 2.83057 0.0518 0.0222 -0.1589
H 0.53637 -4.87438 2.18540 0.0495 -0.0260 -0.2197
H 0.66860 -4.59906 3.90556 -0.1676 0.1757 0.0322
N 0.04185 -2.14306 1.63005 1.5054 -0.9699 0.2925
C -2.41679 0.72416 3.41976 -1.6266 2.0315 1.3424
C -3.79208 1.00941 3.22402 -0.0509 -0.6738 -0.3483
C -4.75678 0.01319 2.59854 -0.8629 1.4060 -0.3006
C -4.34750 2.21031 3.67436 0.7745 0.1642 0.2039
H -5.39242 2.42557 3.50083 -0.0925 -0.1614 -0.0718
C -3.57808 3.12681 4.37704 -0.0677 -0.1948 -0.1363
H -4.01806 4.04933 4.72767 -0.0294 0.0717 0.0186
C -2.25371 2.83172 4.66683 -0.3223 -0.5322 -0.4031
H -1.67457 3.53201 5.25183 0.1796 -0.0622 0.0403
C -1.67854 1.63853 4.22204 0.6378 -0.3453 -0.2092
C -0.22955 1.38375 4.63582 -0.3832 -0.0486 -0.3861
C 1.20459 -2.23384 0.82857 0.5994 -1.0304 0.2042
C 1.27773 -3.16760 -0.22880 0.0005 -0.1758 -0.5212
C 0.09316 -4.04772 -0.60186 0.2113 0.5959 0.2197
C 2.44780 -3.27236 -0.98690 0.0951 0.5187 0.5373
H 2.50536 -3.97421 -1.80609 -0.0930 -0.1068 -0.0664
C 3.55022 -2.47436 -0.69699 -0.2290 -0.0203 0.1548
H 4.45066 -2.56332 -1.28693 0.0999 -0.0130 -0.0495
C 3.49491 -1.56636 0.35627 -0.5223 -0.3555 -0.2980
H 4.36142 -0.95987 0.57483 0.0588 0.1067 0.1194
C 2.33315 -1.44083 1.12426 0.4946 0.2296 0.0389
C 2.32870 -0.45097 2.27962 -0.2160 -0.6754 -0.2486
Cd -1.19848 -0.65140 1.09862 1.8902 -0.0796 -5.2158
H -5.06892 0.33177 1.60500 0.0637 0.0658 -0.2888
H -5.65803 -0.06519 3.20698 0.0222 0.1245 0.0281
H -4.33976 -0.98971 2.54729 -2.5135 2.0056 -1.4884
H 0.25436 0.60898 4.04334 -0.1080 -0.1909 0.0587
H -0.18083 1.09895 5.68661 0.0144 -0.0901 -0.0023
H 0.36624 2.28800 4.50746 -0.0496 0.1160 0.0773
H 0.19323 -4.47873 -1.59688 0.2199 -0.0037 -0.0050
H -0.81208 -3.44501 -0.59846 -0.2220 -0.0370 0.0943
H -0.04950 -4.85637 0.11017 -0.0701 -0.0715 0.0709
H 2.00417 -0.94517 3.19556 -0.1172 0.0490 0.0744
H 1.62411 0.34943 2.06799 -0.1166 0.2472 0.0889
H 3.31135 -0.01803 2.46634 -0.0037 -0.0273 -0.2007
H -0.99417 -3.24936 4.63142 0.0344 -0.1532 -0.0256
C 1.05672 -1.33275 -3.49815 0.8698 -0.1274 -1.8008
Si 0.66717 -1.57998 -5.33379 0.0024 0.0199 -0.1089
H 2.09036 -1.62719 -3.37861 0.4198 -0.3407 0.1221
H 0.48063 -2.02077 -2.93329 -0.7508 -0.1908 0.9455
C -0.61011 -0.36293 -5.96999 0.0648 -0.0212 0.0748
C 0.00071 -3.29958 -5.64066 -0.0080 0.0060 0.1300
C 2.21585 -1.45150 -6.38455 -0.0253 0.1161 0.1165
H 2.01938 -1.76864 -7.40788 -0.0690 -0.0354 -0.0854
H 3.00762 -2.08659 -5.98857 0.0697 -0.0589 0.0431
H 2.59410 -0.43422 -6.42700 0.1277 0.2100 0.0102
H -1.58762 -0.54885 -5.52778 -0.1009 0.0024 0.0923
H -0.72223 -0.44802 -7.04988 0.0129 -0.0479 -0.1143
H -0.32894 0.66367 -5.74932 0.0322 0.1856 0.0568
H -0.77383 -3.55341 -4.92261 -0.1686 -0.1148 0.1157
H 0.79063 -4.04314 -5.56450 0.0979 -0.1415 0.0630
H -0.43034 -3.38236 -6.63730 -0.0199 0.0357 -0.1053
S -4.57577 -2.48706 4.19449 -2.3754 -2.6721 -2.7417
C -3.46725 -1.88455 3.17834 1.7017 -3.3889 0.9152
N -2.56702 -1.39525 2.35312 -6.5861 -1.8349 -5.9399